Density functional theory data (ωB97M-V/def2-TZVPD) for C15H15BF4NO3PS6Ti as an isolated structure.

Element x y z (Å)
Ti: 0.1253 -0.8783 -0.6324
S: -2.7500 -6.8586 -2.9302
C: -1.9732 -5.6322 -2.1851
S: -2.7211 -4.6452 -0.9492
C: -1.3663 -3.5626 -0.7066
C: -0.2480 -3.8061 -1.4412
S: 1.2297 -2.9088 -1.2959
S: -0.3214 -5.1724 -2.5354
S: -1.5202 -2.2546 0.4213
S: 3.2499 -0.4976 2.6674
C: 2.2084 -1.7941 3.0865
C: 1.2070 -1.9883 2.1816
C: 1.2419 -1.0875 1.0871
C: 2.3016 -0.2142 1.2255
C: 2.5558 0.8234 0.2737
C: 3.5803 1.7712 0.4053
C: 3.7126 2.7505 -0.5545
C: 2.8274 2.7613 -1.6268
C: 1.8586 1.7756 -1.7006
N: 1.7037 0.8281 -0.7780
H: 2.4033 -2.3368 3.9921
H: 0.4548 -2.7530 2.3036
H: 4.2540 1.7050 1.2456
H: 4.4799 3.5043 -0.4738
H: 2.8930 3.5146 -2.3954
H: 1.1804 1.7651 -2.5419
F: -1.4701 -1.2321 -2.3206
B: -0.8142 -0.1702 -2.9743
F: 0.5609 -0.5292 -2.9221
F: -1.2623 0.0938 -4.1975
F: -0.9153 0.9312 -2.0839
C: -0.8353 0.7025 3.3036
O: -1.6978 0.4819 2.1949
P: -1.2198 0.8726 0.7115
O: -1.2541 2.4968 0.9591
C: -0.8023 3.3957 -0.0388
O: -2.5562 0.5461 -0.0987
C: -3.8461 1.0250 0.2920
H: -1.3281 0.2586 4.1686
H: -0.6902 1.7709 3.4635
H: 0.1274 0.2172 3.1338
H: -1.2821 3.1986 -0.9989
H: 0.2799 3.3172 -0.1561
H: -1.0571 4.3983 0.3047
H: -4.2135 0.4573 1.1478
H: -4.4963 0.8723 -0.5679
H: -3.7949 2.0866 0.5368

Summary:
DFT total energy in eV: -132401.39322
HOMO energy (spin up / spin down) in eV: -7.294 / -7.287
HOMO-LUMO gap (spin up / spin down) in eV: 5.90 / 5.56
Energy above the lowest of the compared OMol25 structures with the same formula, charge and spin in eV: 1.256


Density functional theory data (ωB97M-V/def2-TZVPD) for C15H15BeN3P as an isolated structure.

Element x y z (Å)
C: -0.7498 3.4142 -2.9336
C: 0.0784 4.4807 -2.4838
C: -0.3608 4.8817 -1.1791
C: -1.4534 4.0613 -0.8219
C: -1.6979 3.0798 -1.8698
Be: -0.6373 1.3151 -1.8454
P: 0.3891 0.3627 -3.4746
H: -0.7739 3.0160 -3.9457
H: 0.8774 4.9559 -3.0443
H: 0.0905 5.6624 -0.5719
H: -2.6626 2.5752 -2.0020
H: -2.0611 4.1763 0.0735
H: 1.6639 -0.2494 -3.2698
H: 0.7120 1.1136 -4.6424
H: -0.2736 -0.7317 -4.0838
N: 1.6651 -6.7545 3.8832
C: 1.3667 -5.7367 3.3890
C: 1.0146 -4.4800 2.7902
C: 1.8540 -3.8931 1.8402
C: 1.5257 -2.6608 1.2726
C: 0.4034 -1.9826 1.7474
C: -0.4587 -2.5508 2.6872
C: -0.1562 -3.8258 3.1792
N: 0.0846 -0.7210 1.1923
C: -0.6997 0.2914 1.7981
C: -0.9314 1.2199 0.8496
N: -0.3648 0.7639 -0.3523
C: 0.3179 -0.3550 -0.0747
H: 2.7642 -4.4032 1.5357
H: 2.1544 -2.2009 0.4992
H: -1.3612 -2.0185 3.0007
H: -0.8413 -4.3050 3.8751
H: -1.0203 0.2150 2.8215
H: -1.3830 2.1960 0.9358
H: 0.9254 -0.9122 -0.7755

Summary:
DFT total energy in eV: -29956.65280
HOMO energy (spin up / spin down) in eV: -1.453 / -1.592
HOMO-LUMO gap (spin up / spin down) in eV: 4.22 / 4.44
Net charge: -1
Energy above the lowest of the compared OMol25 structures with the same formula, charge and spin in eV: 0.000


Density functional theory data (ωB97M-V/def2-TZVPD) for C15H15BrFeN4O4S4Sb as an isolated structure.

Element x y z (Å)
Fe: -0.4378 1.1508 0.3280
N: -3.8356 2.5846 2.1632
C: -3.0989 1.7340 1.4022
O: -2.6529 2.0840 0.3145
C: -2.8386 0.3320 1.9194
C: -1.8920 -0.3364 0.9387
H: -3.5880 3.5630 1.9810
H: -3.8503 2.3574 3.1455
H: -3.8096 -0.1683 2.0586
H: -2.3822 0.4393 2.9075
H: -2.4111 -0.5157 -0.0081
H: -1.5353 -1.3145 1.2886
S: 1.8597 5.3951 1.9528
Sb: -0.0713 4.2879 1.4760
S: 0.1221 3.2117 -0.6659
S: -0.1735 2.1685 2.5783
S: -2.0431 5.4239 1.7481
N: 1.6000 -3.2722 3.2440
C: 2.7707 -2.6249 2.9741
O: 3.8262 -3.0303 3.4371
C: 2.6887 -1.4200 2.1105
C: 3.8686 -0.7821 1.7293
C: 3.8031 0.3253 0.9113
C: 2.5649 0.7678 0.4703
N: 1.4355 0.1625 0.8421
C: 1.4946 -0.8857 1.6493
H: 1.6647 -4.1370 3.7493
H: 0.7489 -3.0597 2.7573
H: 4.8091 -1.1745 2.0927
H: 4.6941 0.8562 0.6079
H: 2.4495 1.6266 -0.1780
H: 0.5261 -1.2742 1.9400
Br: -3.6121 -2.2847 -5.0793
C: -1.8033 -1.7309 -4.8567
C: -0.9093 -1.9446 -5.8912
N: 0.3699 -1.5900 -5.8048
C: 0.7741 -1.0221 -4.6683
C: -0.0561 -0.7686 -3.5836
C: -1.3934 -1.1268 -3.6849
C: 0.4990 -0.1335 -2.3116
O: 1.7188 -0.0519 -2.2003
O: -0.4165 0.2577 -1.5186
H: -1.2344 -2.4133 -6.8131
H: 1.8189 -0.7476 -4.5931
H: -2.0619 -0.9190 -2.8602

Summary:
DFT total energy in eV: -184263.07038
HOMO energy (spin up / spin down) in eV: -1.792 / -1.838
<S²>: 8.761
HOMO-LUMO gap (spin up / spin down) in eV: 5.48 / 5.52
Multiplicity: 6
Net charge: -2
Energy above the lowest of the compared OMol25 structures with the same formula, charge and spin in eV: 0.431


Density functional theory data (ωB97M-V/def2-TZVPD) for C15H15BrFeNO as an isolated structure.

Element x y z (Å)
C: -1.9820 -0.9178 -1.0632
C: -1.9154 -1.4064 0.2860
C: -1.7308 -0.3388 1.1700
H: -2.1347 -2.4253 0.6076
C: -1.5358 0.8383 0.3681
C: -1.8730 0.5235 -1.0149
H: -2.0717 1.2375 -1.8315
H: -2.3012 -1.5040 -1.9243
H: -1.7664 -0.3710 2.2613
H: -1.5116 1.8311 0.7813
Fe: 0.1969 -0.2560 -1.0049
Br: 1.8849 -0.9378 -2.3556
C: 2.5819 0.6989 -4.4460
C: 1.4805 1.4506 -4.8437
C: 0.4616 0.5474 -5.3614
H: 1.4252 2.5259 -4.8708
C: 0.9370 -0.7657 -5.2882
C: 2.2409 -0.7377 -4.6418
H: 2.9569 -1.5692 -4.6539
H: 3.5452 1.0619 -4.1077
H: -0.4537 0.8692 -5.8290
H: 0.4792 -1.6572 -5.6932
O: 0.9863 -0.8622 1.2216
N: 1.1637 -0.3400 2.3699
C: 1.2791 1.0152 2.4528
C: 1.5530 1.5591 3.6880
C: 1.7135 0.8106 4.8303
C: 1.6093 -0.5549 4.6888
C: 1.3373 -1.1590 3.4680
H: 1.1235 1.6111 1.5380
H: 1.6480 2.6301 3.7261
H: 1.9259 1.2764 5.7854
H: 1.7469 -1.1959 5.5306
H: 1.2434 -2.2426 3.3528

Summary:
DFT total energy in eV: -123759.28318
HOMO energy (spin up / spin down) in eV: 1.464 / 0.779
<S²>: 8.790
HOMO-LUMO gap (spin up / spin down) in eV: 4.10 / 4.72
Multiplicity: 6
Net charge: -2
Energy above the lowest of the compared OMol25 structures with the same formula, charge and spin in eV: 0.324


Density functional theory data (ωB97M-V/def2-TZVPD) for C15H15ClIN8O6RuS as an isolated structure.

Element x y z (Å)
Ru: 0.2098 -0.6076 0.7199
N: 0.0495 0.6974 4.5828
C: 1.0908 -0.1073 4.9431
C: 1.8238 -0.3248 3.8109
N: 1.2407 0.3129 2.7668
C: 0.1593 0.9125 3.2507
C: -0.7181 1.6534 2.3883
N: -0.4545 1.7896 1.0968
C: -1.4827 2.4984 0.5724
C: -2.3868 2.7882 1.5538
N: -1.8773 2.2747 2.7105
H: -0.7778 0.8663 5.1321
H: 1.2311 -0.4369 5.9505
H: 2.7183 -0.8983 3.6692
H: -1.5053 2.7333 -0.4729
H: -3.3231 3.3070 1.5287
H: -2.3951 2.1177 3.5612
C: -2.6225 -1.2131 -3.8782
N: -1.2513 -0.7886 -3.8409
C: -0.3599 -0.8683 -4.8687
C: 0.8511 -0.4987 -4.4037
N: 0.7122 -0.1785 -3.0626
C: -0.6076 -0.3647 -2.7264
S: -1.4302 -0.1179 -1.2817
C: 1.7595 0.2183 -2.2214
C: 3.0872 0.0832 -2.6400
C: 4.0939 0.5509 -1.8199
C: 3.7561 1.1621 -0.6182
C: 2.4214 1.2167 -0.2641
N: 1.4430 0.7329 -1.0313
H: -2.9537 -1.2537 -4.9134
H: -3.2389 -0.5160 -3.3118
H: -2.7046 -2.2017 -3.4198
H: -0.6538 -1.1789 -5.8504
H: 1.7759 -0.4191 -4.9320
H: 3.3307 -0.4023 -3.5695
H: 5.1242 0.4379 -2.1203
H: 4.5118 1.5610 0.0382
H: 2.0977 1.6594 0.6716
O: -0.8352 -1.6146 2.9051
Cl: -2.1826 -1.1544 2.7642
O: -2.4518 -0.2149 3.8202
O: -3.1009 -2.2107 2.8069
O: -2.2657 -0.4442 1.5187
O: -1.4462 -3.0689 -1.7500
N: -1.4791 -3.3824 -0.5841
O: -1.1491 -2.7308 0.3744
I: 2.1657 -2.3764 0.4447

Summary:
DFT total energy in eV: -74033.09273
HOMO energy (spin up / spin down) in eV: -7.072 / -6.880
<S²>: 0.774
HOMO-LUMO gap (spin up / spin down) in eV: 5.47 / 5.64
Multiplicity: 2
Energy above the lowest of the compared OMol25 structures with the same formula, charge and spin in eV: 0.000


Density functional theory data (ωB97M-V/def2-TZVPD) for one molecule with the formula C15H15ClN2OS.

Element x y z (Å)
C: 1.4440 2.9957 0.3298
C: 1.1987 1.5912 0.7860
C: 1.8571 0.5392 0.1654
C: 1.6103 -0.7707 0.5418
C: 0.7681 -1.0674 1.6139
C: 0.1309 -0.0039 2.2386
C: 0.3198 1.3004 1.8203
H: -0.2155 2.1011 2.3092
H: -0.5417 -0.2086 3.0587
C: 0.5659 -2.4696 2.0902
H: 0.5342 -3.1663 1.2549
H: -0.3538 -2.5533 2.6629
H: 1.3983 -2.7656 2.7290
S: 2.3106 -2.1052 -0.4191
C: 1.9999 -1.4952 -2.1239
C: 0.7892 -0.5849 -2.1981
O: 0.8275 0.4861 -2.7565
N: -0.3111 -1.1022 -1.5798
C: -1.4247 -0.4070 -1.1361
C: -1.6493 0.9477 -1.3666
C: -2.7653 1.5532 -0.8118
C: -3.6311 0.7914 -0.0470
N: -3.4367 -0.5005 0.1688
C: -2.3819 -1.0699 -0.3541
Cl: -2.1993 -2.7586 -0.0290
H: -4.5156 1.2083 0.4121
H: -2.9530 2.6021 -0.9753
H: -0.9498 1.5055 -1.9670
H: -0.2431 -2.0438 -1.2028
H: 2.8753 -0.9620 -2.4950
H: 1.8482 -2.3930 -2.7243
H: 2.5519 0.7523 -0.6328
H: 2.4238 3.3354 0.6654
H: 1.4269 3.0474 -0.7573
H: 0.6911 3.6702 0.7296

Summary:
DFT total energy in eV: -44184.91581
SMILES: Cc1ccc(C)c(SCC(=O)Nc2cccnc2Cl)c1
HOMO energy in eV: -8.608
HOMO-LUMO gap in eV: 9.18
Energy above the lowest of the compared OMol25 structures with the same formula, charge and spin in eV: 0.000